No. 1
{
  "formula": "C22H21Cl3N9NiO3Si",
  "method": "wB97M-V/def2-TZVPD",
  "elements": ["Ni", "C", "N", "C", "N", "C", "N", "C", "C", "C", "C", "C", "C", "C", "N", "N", "C", "O", "C", "C", "C", "C", "C", "C", "N", "C", "N", "C", "N", "C", "H", "H", "H", "H", "H", "H", "H", "H", "H", "H", "H", "H", "H", "H", "H", "H", "N", "C", "C", "O", "O", "H", "H", "H", "H", "H", "Cl", "Si", "Cl", "Cl"],
  "xyz": [[-1.276, 2.229, -1.537], [3.937, 0.673, -1.940], [2.523, 0.818, -2.239], [1.574, 1.381, -1.499], [0.406, 1.232, -2.109], [0.721, 0.563, -3.254], [1.994, 0.286, -3.352], [4.255, -0.655, -1.281], [5.380, -1.370, -1.670], [5.694, -2.574, -1.053], [4.884, -3.081, -0.053], [3.754, -2.368, 0.337], [3.446, -1.156, -0.274], [2.885, -2.891, 1.379], [2.989, -4.003, 2.034], [1.930, -4.063, 2.893], [1.236, -2.985, 2.719], [1.789, -2.192, 1.767], [0.003, -2.587, 3.379], [-0.597, -3.441, 4.297], [-1.781, -3.058, 4.907], [-2.364, -1.840, 4.600], [-1.766, -0.979, 3.683], [-2.459, 0.341, 3.409], [-1.837, 1.148, 2.374], [-1.744, 0.906, 1.066], [-1.087, 1.901, 0.486], [-0.822, 2.757, 1.514], [-1.252, 2.320, 2.668], [-0.579, -1.353, 3.078], [4.228, 1.503, -1.296], [4.476, 0.755, -2.881], [1.736, 1.896, -0.566], [0.007, 0.290, -4.011], [6.013, -0.988, -2.462], [6.574, -3.120, -1.365], [5.105, -4.022, 0.432], [2.563, -0.617, 0.047], [-0.131, -4.391, 4.517], [-2.258, -3.714, 5.623], [-3.290, -1.547, 5.080], [-2.457, 0.957, 4.306], [-3.498, 0.161, 3.132], [-2.120, 0.018, 0.584], [-0.297, 3.691, 1.398], [-0.074, -0.705, 2.375], [-5.099, 1.008, -4.160], [-5.173, 1.628, -2.837], [-3.772, 1.806, -2.293], [-3.466, 2.372, -1.262], [-2.809, 1.257, -3.020], [-5.774, 0.266, -4.277], [-3.247, 0.822, -3.802], [-5.264, 1.685, -4.895], [-5.716, 1.002, -2.129], [-5.667, 2.601, -2.830], [1.272, 4.620, -2.706], [-0.693, 4.363, -2.064], [-1.817, 4.329, -3.857], [-1.190, 6.117, -1.111]],
  "mulliken_spin": [1.63, 0.00, 0.00, 0.02, 0.03, 0.00, 0.00, 0.00, 0.00, 0.00, 0.00, 0.00, 0.00, 0.00, 0.00, 0.00, 0.00, 0.00, 0.00, 0.00, 0.00, 0.00, 0.00, 0.00, 0.00, 0.02, 0.01, 0.00, 0.00, 0.00, 0.00, 0.00, 0.00, 0.00, 0.00, 0.00, 0.00, 0.00, 0.00, 0.00, 0.00, 0.00, 0.00, 0.00, 0.00, 0.00, 0.00, 0.00, 0.01, 0.01, 0.00, 0.00, 0.00, 0.00, 0.00, 0.00, 0.02, 0.17, 0.04, 0.02],
  "s2": 2.007,
  "total_charge": 1,
  "homo_energy_ev": [-10.9141, -10.9142],
  "spin_multiplicity": 3
}

=====

No. 2
{
  "formula": "H26O13",
  "method": "wB97M-V/def2-TZVPD",
  "elements": ["H", "H", "H", "H", "H", "H", "H", "H", "H", "H", "H", "H", "H", "H", "H", "H", "H", "H", "H", "H", "H", "H", "H", "H", "H", "H", "O", "O", "O", "O", "O", "O", "O", "O", "O", "O", "O", "O", "O"],
  "xyz": [[1.164, -0.858, -0.671], [0.279, -0.734, 0.666], [-4.723, 0.685, 2.118], [-4.168, -0.526, 1.097], [3.992, -3.907, -2.377], [4.844, -3.375, -1.230], [2.929, -2.610, 0.762], [2.801, -1.494, 1.802], [2.008, -2.051, -3.776], [2.407, -0.718, -3.408], [-1.260, -2.181, -1.548], [-0.549, -1.697, -2.731], [-0.954, 2.664, -2.868], [-2.200, 3.305, -3.459], [1.517, 0.738, 3.156], [0.000, 1.308, 3.324], [-1.732, 4.512, -0.744], [-0.406, 3.632, -1.222], [2.877, 2.265, -0.056], [2.090, 1.306, -1.032], [-2.019, -3.896, 2.173], [-1.104, -4.438, 3.276], [-2.186, 2.731, 2.122], [-3.446, 3.572, 2.058], [-1.456, 0.595, 2.402], [-2.671, 0.274, 1.422], [0.488, -0.328, -0.162], [-4.365, 0.457, 1.249], [4.540, -3.212, -2.140], [3.031, -2.405, 1.648], [2.211, -1.539, -2.938], [-0.588, -2.463, -2.147], [-1.826, 2.880, -2.670], [0.815, 1.408, 2.860], [-0.825, 4.541, -1.059], [2.467, 1.395, -0.122], [-1.209, -4.392, 2.335], [-2.813, 3.151, 1.521], [-1.681, 0.618, 1.467]],
  "nbo_charge": [0.48, 0.48, 0.49, 0.48, 0.46, 0.47, 0.47, 0.47, 0.47, 0.46, 0.47, 0.47, 0.46, 0.47, 0.48, 0.45, 0.49, 0.48, 0.47, 0.47, 0.46, 0.47, 0.47, 0.45, 0.43, 0.48, -0.96, -0.93, -0.93, -0.94, -0.92, -0.93, -0.93, -0.93, -0.97, -0.94, -0.93, -0.93, -0.95],
  "homo_energy_ev": -9.7871,
  "spin_multiplicity": 1
}

=====

No. 3
{
  "formula": "C4H12N2",
  "method": "wB97M-V/def2-TZVPD",
  "elements": ["C", "C", "C", "C", "N", "N", "H", "H", "H", "H", "H", "H", "H", "H", "H", "H", "H", "H"],
  "xyz": [[-0.683, 0.180, -0.241], [-0.077, -1.145, -0.861], [0.821, -1.249, 0.421], [0.748, -0.157, 1.273], [0.171, -0.656, 2.774], [-0.395, 2.086, -2.587], [-0.589, 1.254, -0.553], [-1.555, 0.106, 0.540], [0.385, -1.300, -1.843], [-0.904, -1.727, -0.800], [1.544, -2.158, 0.351], [1.262, 0.717, 1.205], [0.869, -0.610, 3.481], [-0.074, -1.635, 2.700], [-0.611, -0.046, 2.928], [0.465, 1.542, -2.935], [-0.216, 3.022, -2.781], [-1.162, 1.776, -3.073]],
  "nbo_charge": [-0.06, -0.53, 0.15, -0.15, -0.68, -1.07, 0.32, 0.23, 0.32, 0.31, 0.31, 0.32, 0.47, 0.45, 0.47, 0.37, 0.39, 0.38],
  "total_charge": 2,
  "homo_energy_ev": -17.0639,
  "spin_multiplicity": 1
}

=====

No. 4
{
  "formula": "FeH12O6",
  "method": "wB97M-V/def2-TZVPD",
  "elements": ["Fe", "O", "H", "H", "O", "H", "H", "O", "H", "H", "O", "H", "H", "O", "H", "H", "O", "H", "H"],
  "xyz": [[0.031, 0.087, -0.001], [-1.026, 1.574, -1.067], [-0.700, 1.872, -1.929], [-1.901, 1.977, -0.969], [0.025, 1.455, 1.678], [0.275, 1.135, 2.556], [-0.449, 2.285, 1.830], [-1.951, -0.749, 0.429], [-2.751, -0.676, -0.110], [-2.027, -1.586, 0.909], [0.120, -1.198, -1.755], [0.975, -1.424, -2.150], [-0.513, -1.836, -2.112], [2.058, 0.641, -0.344], [2.301, 1.020, -1.203], [2.699, 1.005, 0.285], [0.763, -1.566, 1.135], [1.360, -2.222, 0.745], [0.712, -1.794, 2.074]],
  "mulliken_spin": [3.85, 0.03, 0.00, 0.00, 0.03, 0.00, 0.00, 0.03, 0.00, 0.00, 0.02, 0.00, 0.00, 0.03, 0.00, 0.00, 0.02, 0.00, 0.00],
  "s2": 6.005,
  "total_charge": 2,
  "homo_energy_ev": [-19.2769, -17.4177],
  "spin_multiplicity": 5
}

=====

No. 5
{
  "formula": "C5H8N2O",
  "method": "wB97M-V/def2-TZVPD",
  "elements": ["C", "C", "C", "C", "C", "H", "H", "H", "H", "H", "H", "H", "H", "N", "N", "O"],
  "xyz": [[0.617, 0.213, 0.056], [-0.101, -0.803, -0.943], [-1.293, -0.784, 0.142], [-0.315, -0.485, 1.244], [-0.144, 1.575, -0.029], [2.438, 1.558, 0.410], [2.771, -0.333, -1.056], [0.170, -1.949, -1.182], [-0.715, -0.544, -1.919], [-1.851, -1.784, 0.180], [-0.697, 0.526, 1.780], [0.209, -1.447, 1.824], [0.335, 2.423, -0.481], [2.119, 0.172, 0.137], [-1.484, 1.435, -0.087], [-2.058, 0.224, -0.075]],
  "nbo_charge": [0.04, -0.48, 0.06, -0.45, -0.05, 0.34, 0.38, 0.24, 0.22, 0.20, 0.23, 0.25, 0.23, -0.81, -0.08, -0.32],
  "homo_energy_ev": -9.0725,
  "spin_multiplicity": 1
}

=====

No. 6
{
  "formula": "C7H14N",
  "method": "wB97M-V/def2-TZVPD",
  "elements": ["C", "C", "C", "C", "C", "C", "C", "N", "H", "H", "H", "H", "H", "H", "H", "H", "H", "H", "H", "H", "H", "H"],
  "xyz": [[-0.069, -1.310, 1.345], [-0.468, -1.766, -0.012], [0.113, -0.105, 0.265], [1.232, 0.254, -0.474], [-3.770, 0.903, 0.079], [-2.456, 0.255, 0.490], [-1.245, 0.613, -0.015], [5.057, 0.795, -0.749], [0.901, -1.497, 1.708], [-0.775, -1.484, 2.201], [0.174, -2.014, -0.848], [-1.506, -1.988, -0.237], [1.990, 0.652, 0.055], [1.477, 0.151, -1.506], [-4.705, 0.278, 0.024], [-3.623, 1.047, -1.031], [-3.940, 1.916, 0.686], [-2.513, -0.431, 1.386], [-1.338, 1.373, -0.790], [5.700, 1.481, -0.441], [4.220, 0.905, -1.289], [5.542, -0.029, -0.846]],
  "mulliken_spin": [0.00, 0.13, 0.04, 0.71, 0.00, -0.01, 0.08, 0.00, 0.01, 0.01, -0.01, 0.00, 0.02, 0.02, 0.00, 0.00, 0.00, 0.00, -0.01, 0.00, 0.00, 0.00],
  "s2": 0.756,
  "homo_energy_ev": [-7.4434, -7.5556],
  "spin_multiplicity": 2
}

=====

Record order is preserved below.
Energy: -4747.87052, -993.57759, -268.19734, -1721.82894, -379.72090, -329.63937 a.u.